5 unconnected molecules or ions with the total composition C6H24N2O4, computed with ωB97M-V with the def2-TZVPD basis set.

Summary:
Orbital gap: 9.99 eV

Structure (ORCA input):
```
! wB97M-V def2-TZVPD RIJCOSX def2/J DEFGRID3
* xyz 0 1
N -0.7884 -0.1924 2.4581
C -0.5736 1.1018 1.7600
C -1.2830 2.2277 2.5489
C -1.1735 1.0216 0.3697
N -0.0742 0.5215 -0.5054
C 0.6073 1.6750 -1.3358
C 1.1975 1.1213 -2.6412
C 1.7611 -0.3379 -2.6499
H 0.0107 -0.4139 3.0469
H -1.6131 -0.3615 3.0120
H 0.4689 1.4241 1.7932
H -0.6359 2.3486 3.4148
H -2.2988 1.9815 2.7997
H -1.1951 3.1928 2.0856
H -1.5861 1.9551 -0.0536
H -2.1162 0.4731 0.5943
H -0.6237 -0.0968 -1.0879
H 1.4029 1.9265 -0.5973
H -0.1582 2.4775 -1.5461
H 0.3418 1.0561 -3.3250
H 2.0599 1.8418 -2.8301
H 1.3074 -1.0683 -3.3316
H 2.8357 -0.3225 -2.6141
H 1.5903 -0.7267 -1.6555
H 2.4135 0.0115 2.5506
H 2.0364 -0.1882 1.0170
O 2.6652 -0.3888 1.7183
H -2.0655 -1.8761 1.7301
H -0.8339 -2.3371 0.9449
O -1.7154 -2.6117 1.2348
H -0.9723 -0.7217 -2.7145
H -2.3989 -1.3300 -2.9636
O -1.5950 -1.0126 -3.3865
H 1.7898 -2.5284 0.2619
H 0.8512 -1.3204 0.6046
O 0.9498 -2.1063 0.0652
*
```

Atom charges from the Mulliken analysis, given in e for atoms 1 to 6: number 1, N, carries -0.399; number 2, C, carries 0.549; number 3, C, carries -1.828; number 4, C, carries -1.130; number 5, N, carries 0.480; number 6, C, carries -0.497